{"formula": "C4H7N3", "method": "ωB97M-V/def2-TZVPD", "species": ["N", "N", "N", "C", "C", "C", "C", "H", "H", "H", "H", "H", "H", "H"], "coordinates": [[-0.2670, -1.1186, 0.8543], [3.5857, 1.1781, -0.6572], [-1.0182, 0.8974, 0.8556], [2.7368, 0.6124, -0.1249], [-1.1801, 0.4075, -0.5781], [-0.5509, -0.9576, -0.5643], [-0.5122, -0.0915, 1.6221], [-1.2569, -1.6066, -0.9809], [0.3223, -1.7987, 1.2410], [1.8576, 0.0794, 0.3127], [-0.6031, 1.0277, -1.2794], [-1.3672, 1.7411, 1.2433], [0.3941, -1.0742, -1.0547], [-2.1410, 0.7035, -0.8897]], "de_lowest_ev": 2.641, "orbital_gap_ev": 9.34, "energy_ev": -8729.03843, "total_charge": 0}